{"formula": "C2H4N4", "method": "wB97M-V/def2-TZVPD", "species": ["C", "C", "N", "N", "N", "N", "H", "H", "H", "H"], "coordinates": [[3.14127, 0.60377, 1.03296], [-2.06379, 0.38977, 0.08532], [0.71892, 2.41526, -0.38690], [2.46070, -0.26991, 0.83413], [-0.17580, 1.77607, -0.01937], [-0.94763, 1.13741, 0.64159], [3.88217, 1.31366, 1.28828], [-2.69651, 0.08566, 1.01305], [-2.66126, 0.97938, -0.55147], [-1.77887, -0.55245, -0.46516]], "atomic_forces_ev_per_a": [[1.7, 1.4, 0.6], [-0.3, -1.9, 1.8], [-2.8, -1.7, 0.6], [-1.8, -1.9, -0.6], [3.8, 2.3, -1.3], [-0.9, -0.8, 0.8], [0.1, 0.5, 0.0], [1.1, 0.5, -1.8], [-0.8, 0.8, -0.8], [0.0, 0.9, 0.6]], "lowdin_charge": [-0.109, -0.113, 0.165, 0.054, -0.251, -0.022, 0.045, 0.102, 0.042, 0.086], "total_charge": 0, "homo_ha": -0.34586, "e_above_lowest_kcal_mol": 77.2, "gap_ev": 10.28, "total_energy_ev": -8095.9667}